This record from OMol25 describes C17H25BeF3N2O17 as an isolated structure in a non-equilibrium geometry. The level of theory is ωB97M-V/def2-TZVPD.

The multiplicity is 2. Its net charge is -1. The value obtained for the frontier orbital gap (alpha / beta) is 6.216 / 3.490 eV.

Cartesian coordinates (Å):
Be  0.559917  -0.340365  -0.047082
C  -0.212783  -2.262675  -2.771222
O  -0.787653  -2.724005  -1.540632
O  0.592967  -1.199995  -2.391362
C  0.430137  -3.587865  -3.397162
F  -0.571643  -4.469125  -3.612722
F  0.903437  -3.396985  -4.623032
F  1.380047  -4.185745  -2.612922
C  -2.183393  -3.128735  -1.575952
C  -2.755293  -3.455795  -0.166372
H  -2.841593  -2.610025  0.515768
H  -3.779683  -3.827745  -0.185632
H  -2.228933  -4.312005  0.255478
H  -2.380043  -4.077455  -2.075302
H  -2.958633  -2.479265  -1.982532
H  -1.027373  -1.963315  -3.430702
N  2.318637  0.022295  3.546348
O  1.509707  0.158725  4.510478
O  3.469537  -0.497335  3.643248
O  1.981447  0.413275  2.465398
N  -1.910923  0.304325  2.522178
O  -3.021173  0.684865  2.359908
O  -1.354813  0.385365  3.616268
O  -1.262613  -0.237485  1.619128
O  2.837647  0.469255  -0.660572
C  3.106707  1.349335  -1.607062
O  2.274457  2.078315  -2.093522
O  4.239987  1.334115  -2.164132
H  3.752447  0.186075  -0.593082
O  -1.692863  0.749435  -1.187492
C  -2.724743  1.320775  -1.479342
O  -3.330693  0.999135  -2.633712
C  -4.656463  1.565765  -2.634242
C  -4.968963  2.176205  -1.209472
C  -3.662913  2.124645  -0.503662
H  -5.450163  0.918535  -3.007392
H  -4.691133  2.433945  -3.292392
H  -5.724473  1.559835  -0.722252
H  -5.394703  3.179225  -1.237782
H  -3.689533  1.747205  0.518548
H  -3.215323  3.115415  -0.425272
O  2.006807  -2.451665  0.625838
C  3.235907  -2.605285  0.872738
O  4.079597  -1.653555  0.577498
C  5.446147  -1.922265  1.046908
C  5.387907  -3.399175  1.337488
C  3.880417  -3.824695  1.553798
H  5.552627  -1.262705  1.908148
H  6.158347  -1.744835  0.241058
H  5.988307  -3.781705  2.162888
H  5.565397  -3.853285  0.362608
H  3.595837  -3.754425  2.603648
H  3.547317  -4.732485  1.050728
O  0.557347  2.220575  0.527188
C  0.045477  3.238375  1.036428
O  -1.297893  3.392125  1.195348
C  -1.668653  4.598235  1.693078
C  -0.501073  5.547315  1.254718
C  0.750667  4.567565  1.363618
H  -1.937913  4.637625  2.748568
H  -2.533373  4.943005  1.126078
H  -0.576983  6.457355  1.849838
H  -0.689923  5.667305  0.187928
H  1.063217  4.422615  2.397738
H  1.465917  4.773855  0.567398

Cartesian forces (eV/Å) of the 3 atoms listed first:
-0.752 -0.675 -0.349
0.957 1.019 2.533
-2.418 -0.681 0.211

This record from OMol25 describes a 3-piece molecular cluster, C17H25BrCl2FNO5P2S overall in a non-equilibrium geometry. The level of theory is ωB97M-V/def2-TZVPD.

As for the SMILES: C[C@H](Cl)Cc1c(Cl)c([PH2]=S)c(P(O)Br)c2c1C(=O)N(F)C2=O.CC(C)O.CC(C)O. The value obtained for the frontier orbital gap is 7.098 eV.

Cartesian coordinates (Å):
C  -0.627145  1.708095  3.928648
C  -0.341884  1.419711  2.397963
Cl  1.432670  1.475062  2.035207
C  -1.220564  2.407459  1.486379
C  -0.363049  3.306509  0.560339
C  0.458398  4.419770  1.071914
Cl  0.291273  4.986816  2.759855
C  1.463305  5.037940  0.192849
P  2.354947  6.612754  0.713639
S  4.144880  6.358116  1.395677
C  1.732771  4.422746  -1.115235
P  3.397662  4.552027  -1.966905
O  3.434775  3.521826  -3.284196
Br  4.781126  3.485720  -0.479998
C  0.641878  3.686363  -1.750093
C  -0.376468  3.094509  -0.868519
C  -1.304691  2.248760  -1.778047
O  -2.171915  1.504214  -1.462397
N  -0.892298  2.585051  -3.148612
F  -1.881500  3.527160  -3.513987
C  0.324637  3.416845  -3.246063
O  0.815603  3.800239  -4.247402
H  -0.755460  2.814278  4.075258
H  0.188440  1.309338  4.590609
H  -1.566934  1.169952  4.208209
H  -0.728036  0.387537  2.205891
H  -1.851475  1.763563  0.833561
H  -1.837839  3.045129  2.169118
H  2.235922  7.611001  -0.312085
H  1.549971  7.114581  1.791332
H  3.358748  2.583225  -3.022007
C  2.095889  -3.500463  0.624724
C  1.105804  -2.400942  0.275224
C  0.584627  -2.558093  -1.143914
O  1.739176  -1.128394  0.413300
H  2.964574  -3.467211  -0.040194
H  2.470029  -3.370146  1.642458
H  1.633755  -4.486771  0.545595
H  0.269799  -2.422919  0.977792
H  1.402013  -2.493338  -1.869534
H  -0.117589  -1.756552  -1.385908
H  0.078520  -3.516737  -1.273392
H  2.480579  -1.097560  -0.203552
C  -3.319373  -6.478059  0.735731
C  -2.719582  -5.545707  -0.305313
C  -2.861118  -6.117899  -1.707172
O  -1.338140  -5.332858  -0.014762
H  -2.807632  -7.445235  0.732397
H  -3.201581  -6.060166  1.737666
H  -4.382306  -6.646000  0.550017
H  -3.212901  -4.572726  -0.254383
H  -2.333973  -7.073020  -1.792410
H  -2.417401  -5.443748  -2.442859
H  -3.910355  -6.275005  -1.965797
H  -0.890564  -6.186745  -0.056614

Cartesian forces (eV/Å) of the 3 atoms listed first:
0.283 -0.061 -0.397
-1.121 0.111 0.851
-0.782 0.086 0.231

This record from OMol25 describes C17H25ClCoO7 as an isolated structure. The level of theory is ωB97M-V/def2-TZVPD.

The multiplicity is 4. The value obtained for the frontier orbital gap (alpha / beta) is 8.188 / 8.214 eV.

Cartesian coordinates (Å):
Co  -0.741632  1.085161  0.431005
C  -0.543362  -2.122154  1.163289
C  -2.052377  -1.976558  1.173959
O  -2.438261  -0.647945  0.839566
C  -3.432047  -0.099046  1.700702
C  -2.826846  0.282066  3.030130
O  -1.774296  1.175630  2.748863
C  -0.884275  1.396320  3.815407
C  0.266181  2.183453  3.239714
O  0.870534  1.489641  2.151971
C  1.720652  0.407270  2.521985
C  1.376306  -0.810659  1.700928
O  -0.014814  -1.010528  1.865892
H  -0.166762  -2.124680  0.141728
H  -0.266281  -3.058556  1.661937
H  -2.447162  -2.242686  2.157380
H  -2.476627  -2.669708  0.442656
H  -4.254352  -0.805944  1.848046
H  -3.803649  0.788888  1.193445
H  -2.433476  -0.597881  3.554613
H  -3.581573  0.754577  3.669414
H  -0.547144  0.436341  4.226481
H  -1.361324  1.969896  4.619500
H  1.006833  2.404795  4.013469
H  -0.101558  3.119408  2.820518
H  1.599124  0.180099  3.583722
H  2.760517  0.692519  2.345256
H  1.952454  -1.670416  2.062089
H  1.603606  -0.653319  0.640934
C  0.500122  -3.540021  -4.540703
O  1.280798  -2.402937  -4.861933
C  1.230775  -1.346698  -4.016568
C  2.033186  -0.251273  -4.387738
C  2.021177  0.861114  -3.596564
C  1.254342  0.953965  -2.413524
C  1.324234  2.130500  -1.570636
C  1.921954  3.427647  -2.054318
O  0.890159  2.150726  -0.413730
C  0.441297  -0.160892  -2.040954
O  -0.334403  -0.196134  -1.008037
C  0.461407  -1.308045  -2.876863
H  0.700993  -4.272170  -5.317557
H  -0.565361  -3.298281  -4.535973
H  0.782375  -3.951667  -3.568933
H  2.631510  -0.311945  -5.285550
H  2.648093  1.691842  -3.888519
H  2.418638  3.382799  -3.016889
H  2.607801  3.804392  -1.296693
H  1.093053  4.134856  -2.120926
H  -0.186530  -2.124011  -2.590101
Cl  -2.164008  2.750249  0.038109

Cartesian forces (eV/Å) of the 3 atoms listed first:
0.331 -0.529 0.145
0.016 0.078 0.020
-0.035 0.006 -0.066

This record from OMol25 describes one molecule with the formula C17H25N3O3. The level of theory is ωB97M-V/def2-TZVPD.

As for the SMILES: CCOC(=O)N1CCC(NCCNC(=O)c2ccccc2)CC1. The value obtained for the frontier orbital gap is 9.260 eV.

Cartesian coordinates (Å):
C  -3.377358  -3.771276  -3.455586
C  -2.033205  -3.951998  -2.763740
O  -1.492516  -2.709106  -2.326803
C  -0.852965  -1.980859  -3.278116
O  -0.667564  -2.363692  -4.411834
N  -0.452521  -0.785888  -2.802855
C  -0.636997  -0.388277  -1.420843
C  -0.488820  1.121903  -1.292792
C  0.926986  1.590061  -1.682801
N  1.890153  1.587721  -0.590070
C  2.175243  2.833760  0.073618
C  1.143023  3.309012  1.117797
N  1.094345  2.416790  2.251874
C  0.040352  1.609953  2.516372
O  -0.972365  1.608861  1.838670
C  0.214531  0.707808  3.690667
C  0.930487  1.079490  4.824423
C  1.040251  0.205194  5.890964
C  0.444784  -1.044235  5.833109
C  -0.278661  -1.414918  4.711471
C  -0.400407  -0.539908  3.648486
C  1.482753  0.679949  -2.798776
C  0.363009  0.076246  -3.634677
H  -4.074112  -3.256478  -2.798025
H  -3.786538  -4.742522  -3.719201
H  -3.245602  -3.185405  -4.361790
H  -1.322405  -4.429820  -3.446166
H  -2.135027  -4.548778  -1.854339
H  0.095567  -0.898803  -0.780939
H  -1.632530  -0.698733  -1.096159
H  -0.720555  1.405018  -0.265532
H  -1.223760  1.601988  -1.940178
H  0.862907  2.616613  -2.059525
H  1.666608  0.861269  0.080730
H  3.143036  2.720633  0.577799
H  2.284834  3.608521  -0.688551
H  1.411346  4.314323  1.459200
H  0.140950  3.335457  0.686308
H  1.940117  2.314703  2.790021
H  1.376661  2.061797  4.893613
H  1.589908  0.501171  6.772420
H  0.537004  -1.723991  6.667146
H  -0.752515  -2.384167  4.668671
H  -0.971480  -0.805285  2.771323
H  2.161570  1.243126  -3.437887
H  2.056543  -0.123058  -2.334476
H  0.758721  -0.534400  -4.449324
H  -0.253785  0.870231  -4.073698

Cartesian forces (eV/Å) of the 3 atoms listed first:
0.368 0.130 0.183
-0.159 -0.394 -0.325
0.123 0.316 0.068